Record 1
85
Properties=species:S:1:pos:R:3 method="wB97M-V/def2-TZVPD" spin_multiplicity=5 homo_ev="-8.70 / -8.69" largest_force_ev_per_a=0.4 orbital_gap_ev="8.98 / 5.99"
N -1.2314 2.3830 -1.5377
C -0.1331 3.4586 -4.8387
O -2.8903 -2.0503 0.9062
C 2.1142 -6.0503 -0.9874
N -2.0739 -2.5277 3.4762
H -0.2580 -4.2853 -2.0742
C -2.3034 5.8538 2.3066
C 3.3451 -1.9296 -0.6080
P -3.3034 0.0274 -1.1964
C -0.1750 1.6998 -2.2871
O 2.4579 -0.8710 1.3550
O -1.1181 -0.5358 2.9866
P -4.3700 -1.9402 0.4974
C -1.9043 4.3970 2.5335
H 3.3405 -1.2790 1.5382
C 2.5780 -5.4125 1.2946
H -1.7698 6.4640 3.0388
O -1.8823 -0.6828 -1.5504
C -1.3029 2.5213 -0.2236
C 3.7475 -1.3450 -1.9843
H -1.7818 -1.6697 -1.5118
H 2.3149 -6.6523 -1.8635
O 0.4053 -5.0021 -2.2044
H 1.3779 4.4811 -3.6982
H 2.9395 -2.9386 -0.6935
H 5.8263 -1.9347 -2.2241
O -0.8705 -3.0786 -1.0577
C 0.9515 2.6478 -2.6741
N 4.5369 -1.9371 0.2517
H 1.6945 2.0667 -3.2294
H 4.9571 -2.8574 0.2578
H -2.3553 -3.1789 4.1866
H -1.0682 2.9133 -4.7003
H -1.1605 -2.0974 5.8477
H 5.5779 -0.1981 -2.4011
C 1.0774 -5.1145 -1.0514
H -2.4051 -2.6361 2.5097
H 3.5194 -2.0393 -2.7901
C 0.5090 3.8464 -3.5109
H 1.4417 2.9940 -1.7591
Rh -1.2065 -0.5899 0.7479
H 3.1525 -5.5361 2.2026
H -1.8578 -0.4800 5.6600
N -2.2050 3.3494 0.2841
H -0.1889 4.4562 -2.9286
C 2.2461 -1.1211 0.0720
O 1.2496 -0.7556 -0.5074
H -0.6626 1.2647 -3.1581
H -2.4888 2.3673 2.0827
H 6.4763 -1.1294 -0.0116
O -3.0019 0.6120 0.2029
H -3.3679 5.9718 2.5318
S -0.2130 1.6507 0.8308
C 1.5577 -4.4853 1.2315
C 2.8516 -6.1925 0.1696
O -5.0456 -0.8274 1.4254
C -1.1238 -1.1817 5.2611
H 1.3278 -3.8519 2.0782
H -0.3588 4.3413 -5.4373
C 0.8013 -4.3159 0.0690
H -3.7126 3.5571 1.6743
H -2.8011 3.8134 -0.3856
C -2.6371 3.3680 1.6815
H -0.8290 4.2718 2.3754
H 3.1878 -0.4307 -2.1814
O -5.1758 -3.1515 0.4231
C -1.4443 -1.4146 3.8112
H -1.0065 6.1483 0.5830
O -4.3052 -1.1834 -0.9734
C -0.2055 -3.2241 -0.0132
H -2.1142 7.4860 0.8945
O -0.2573 -2.4464 1.0055
H -4.4975 -0.0265 1.3909
H 0.5348 2.8215 -5.4227
H -2.7161 6.0153 0.1640
C -2.0176 6.4000 0.9095
O -3.7058 0.9749 -2.2433
H 5.1596 0.0445 -0.0060
H 3.6485 -6.9254 0.2029
C 5.4550 -0.9532 -0.3445
C 5.2541 -1.0819 -1.8523
H -0.1418 -0.7231 5.3424
H -2.0960 4.1417 3.5790
H 0.2059 0.8727 -1.6948
H -2.0803 2.5890 -2.0555

***

Record 2
73
Properties=species:S:1:pos:R:3 method="wB97M-V/def2-TZVPD" homo_ev=-3.04 largest_force_ev_per_a=3.4 orbital_gap_ev=2.97
H 0.4586 7.0169 -2.5490
H 3.0538 3.9613 -3.3349
C 1.2113 5.4299 0.3037
H -2.7935 -5.7409 -0.0214
H 3.6840 0.5714 -3.7926
H 2.1932 7.2004 -2.1680
H -4.7023 -4.9767 -1.2258
C -1.0819 -4.5528 -3.5505
C -0.4894 -4.8826 -0.6655
H 1.3604 -4.5400 0.1334
H 2.0823 2.9688 0.7023
H -0.5057 0.1467 3.0926
H 3.0504 1.6786 2.9232
H -4.3591 -3.2757 -0.8165
N 0.5278 -4.0746 -0.1980
H 3.5407 2.3328 -3.8036
C -4.3259 -4.3052 -0.4520
H 4.5597 5.2824 0.2666
C -2.1958 -4.6218 -2.5291
C 3.6639 5.6085 -0.2966
H 4.0491 1.4969 -2.3140
H -0.8064 0.1630 1.3470
C 0.9175 6.6754 -0.4766
H -3.0528 -4.0180 -2.8801
O 1.6351 -2.0560 0.0400
C -1.6439 -2.5817 -1.0533
N -0.4615 -1.9983 -0.8094
H 2.6530 1.3549 0.2463
C -0.4067 2.9454 2.1509
H 0.4364 5.1491 1.0171
C 1.5155 5.1936 -2.4975
H 1.8012 1.3573 4.1619
P 1.6436 1.1969 -2.6501
H -0.0999 2.7926 -3.4489
H 0.5718 -0.7711 1.9959
C -0.0123 0.1437 2.1183
H 2.8584 4.3890 1.2328
P 0.8846 1.6900 1.9955
H 4.7383 4.4653 -1.8234
C 2.7546 4.6542 -2.5455
H -2.5189 -5.6755 -2.4381
H 3.6362 6.7117 -0.2074
H -1.4878 -4.8029 -4.5306
C 3.3873 1.4422 -3.1898
H -0.2855 -5.2785 -3.3650
H 1.9861 3.0217 3.5506
H 0.0346 3.8107 2.6351
H -0.1537 6.9216 -0.3810
H -0.8416 3.2470 1.1913
C 3.9225 5.2141 -1.7961
C 1.2945 6.5781 -1.9817
Ba -1.0160 0.7697 -1.2656
H -1.2022 2.5834 2.8102
O -2.6066 -1.7904 -1.3026
C 1.7407 1.9713 0.3436
H -0.6287 -3.5649 -3.6498
H 0.6402 4.7202 -2.9509
H 1.4838 7.5434 -0.0722
H 4.3026 6.1327 -2.2907
H 1.4262 2.9436 -4.3417
H 0.3519 1.5632 -4.6714
C -2.8946 -4.6489 -0.0959
H -4.9684 -4.4014 0.4252
H 0.3227 2.8509 -1.1707
C 2.4953 5.0073 0.4095
O -0.3579 -6.1103 -0.7250
H 1.9666 3.1622 -1.4220
C 0.7402 2.2294 -3.8890
C -1.8065 -4.1541 -1.0775
C 0.6297 -2.6706 -0.2973
H -2.6533 -4.2718 0.9022
C 1.3142 2.3286 -1.1398
C 2.0604 1.9641 3.2913